C35H87BInO18P4 | ωB97M-V/def2-TZVPD

highest occupied orbital energy: -4.23 eV
charge: -1
energy: -4320.8959 hartree
orbital gap: 6.153 eV

Cartesian coordinates (Å):
C: 2.09948 -3.92519 5.08671
C: 2.35704 -5.08271 4.11144
B: 2.88185 -4.62656 2.68258
O: 4.18776 -5.01693 2.41552
In: 1.72556 -3.45490 1.05797
C: 1.20034 -1.36187 1.61983
C: 2.02071 -0.78178 2.77917
C: 3.26911 -0.03175 2.32635
C: 3.93788 0.80961 3.42907
C: 4.81413 -0.01201 4.39785
C: 4.23240 -0.39162 5.78457
C: 2.83793 0.12313 6.11778
C: 2.28114 -0.55768 7.36253
O: 0.92613 -0.20622 7.61033
C: 0.01733 -0.95725 6.83644
H: 1.33041 -3.24730 4.70690
H: 1.76259 -4.28742 6.06333
H: 3.01323 -3.35042 5.25982
H: 3.11697 -5.73847 4.56391
H: 1.45455 -5.69591 4.01970
H: 4.30743 -4.99654 1.46339
H: 0.21175 -4.33858 0.68077
H: 2.71675 -3.37841 -0.44458
H: 0.14874 -1.38093 1.92683
H: 1.25327 -0.69253 0.75461
H: 2.32191 -1.55066 3.49995
H: 1.40702 -0.05385 3.33294
H: 4.02946 -0.71686 1.93321
H: 3.01724 0.64815 1.50488
H: 3.20972 1.45168 3.92910
H: 4.61876 1.48685 2.89950
H: 5.06899 -0.94083 3.87943
H: 5.75751 0.51958 4.54176
H: 4.23237 -1.47999 5.89796
H: 4.91285 -0.02543 6.56100
H: 2.86858 1.19755 6.32982
H: 2.12374 -0.01918 5.30858
H: 2.85174 -0.30244 8.25813
H: 2.32939 -1.64748 7.22116
H: 0.04822 -0.68832 5.77467
H: 0.19333 -2.03440 6.94261
H: -0.98689 -0.74244 7.20397
O: -4.47142 0.11392 -1.81357
P: -4.16469 0.35870 -0.40001
O: -4.30417 1.90226 -0.00083
C: -5.24152 2.74116 -0.67580
C: -6.54018 2.88727 0.09197
O: -2.63443 0.12863 -0.07539
C: -1.73065 -0.38194 -1.06714
C: -1.00266 0.74940 -1.76091
O: -4.73265 -0.43261 0.84293
C: -6.13398 -0.66609 1.06863
C: -6.89084 -1.10865 -0.16720
H: -5.43089 2.36092 -1.68141
H: -4.76603 3.71839 -0.77509
H: -7.10445 1.95265 0.09042
H: -7.16617 3.65339 -0.36778
H: -6.34443 3.16296 1.12887
H: -2.26262 -1.00799 -1.78308
H: -1.01873 -1.01564 -0.54053
H: -1.70686 1.50589 -2.11282
H: -0.43477 0.37078 -2.61151
H: -0.31172 1.23543 -1.07084
H: -6.57607 0.23081 1.50970
H: -6.17638 -1.44424 1.82900
H: -6.83396 -0.36693 -0.96476
H: -7.94229 -1.26402 0.07848
H: -6.48000 -2.03987 -0.55699
O: 11.01527 1.84638 1.52088
P: 10.10174 2.65780 2.32965
O: 10.10740 2.27121 3.87535
C: 11.27809 1.75236 4.51423
C: 12.05453 2.83646 5.23323
O: 8.58401 2.35519 1.98580
C: 8.21418 1.45895 0.92949
C: 7.95563 0.06643 1.46039
O: 9.97333 4.23448 2.30487
C: 11.09085 5.12321 2.48422
C: 12.32711 4.72659 1.70311
H: 11.90846 1.23714 3.78735
H: 10.92658 1.00926 5.22994
H: 12.52849 3.51786 4.52366
H: 12.84153 2.39327 5.84470
H: 11.39462 3.42024 5.87553
H: 8.97898 1.44793 0.15274
H: 7.30614 1.87084 0.48876
H: 8.78238 -0.27810 2.08293
H: 7.82160 -0.63934 0.64023
H: 7.05515 0.05154 2.07636
H: 11.30434 5.21143 3.55217
H: 10.73848 6.09867 2.15255
H: 12.68373 3.73512 1.98374
H: 13.12861 5.44224 1.89096
H: 12.11765 4.70752 0.63377
O: -8.68915 4.43341 -4.35604
P: -8.18009 4.81064 -5.67740
O: -7.72325 6.33383 -5.76890
C: -7.18326 7.01957 -4.63142
C: -5.66894 7.01796 -4.63893
O: -9.35486 4.82114 -6.75715
C: -10.67358 4.39363 -6.41531
C: -11.54688 5.57075 -6.03193
O: -7.14523 4.01702 -6.56321
C: -5.83780 3.62217 -6.08700
C: -5.84170 3.04279 -4.68991
H: -7.56946 6.58197 -3.70924
H: -7.55600 8.04221 -4.69180
H: -5.27476 6.01869 -4.44501
H: -5.28837 7.68116 -3.86135
H: -5.28817 7.35119 -5.60471
H: -10.64275 3.65539 -5.61412
H: -11.07097 3.89892 -7.30262
H: -11.05119 6.18704 -5.28146
H: -12.50027 5.22617 -5.62936
H: -11.74443 6.20147 -6.89989
H: -5.16402 4.47833 -6.16433
H: -5.48257 2.87996 -6.79920
H: -6.23268 3.75432 -3.96053
H: -4.82792 2.77394 -4.39154
H: -6.46476 2.15008 -4.64045
O: -3.59461 -5.57972 -3.28032
P: -2.36114 -5.64631 -4.07032
O: -1.06077 -5.15686 -3.32897
C: -0.89152 -5.30286 -1.89645
C: -0.09304 -6.54155 -1.56168
O: -2.40753 -4.58217 -5.26591
C: -3.56418 -3.77752 -5.48542
C: -3.42866 -2.42939 -4.80545
O: -1.90690 -6.87247 -4.96727
C: -1.74319 -8.20193 -4.44046
C: -2.86446 -8.64687 -3.52354
H: -1.85916 -5.32102 -1.39445
H: -0.35403 -4.42519 -1.54981
H: -0.66423 -7.45156 -1.77020
H: 0.15851 -6.53045 -0.50183
H: 0.82713 -6.57544 -2.14632
H: -4.46233 -4.29354 -5.14497
H: -3.64673 -3.65217 -6.56710
H: -3.14240 -2.55262 -3.76102
H: -4.36928 -1.87824 -4.84447
H: -2.65555 -1.83086 -5.29024
H: -0.77350 -8.26700 -3.94191
H: -1.69551 -8.85343 -5.31240
H: -2.96362 -7.99129 -2.65827
H: -2.66744 -9.65736 -3.16276
H: -3.81899 -8.64144 -4.05022

Forces on the atoms, in the same order (eV/Å):
-0.204 -0.090 0.008
0.550 -0.042 0.433
-0.118 0.090 -0.076
-0.372 -0.543 0.073
-0.043 0.010 -0.113
-0.083 -0.301 0.292
-0.030 0.398 -0.279
0.063 0.270 0.324
0.555 -0.152 -0.558
-0.267 -0.044 0.065
0.057 0.035 0.011
-0.066 0.261 0.493
-0.247 -0.293 -0.363
0.081 0.013 0.218
-0.213 0.074 -0.028
0.080 0.045 -0.015
-0.002 -0.005 -0.020
-0.053 0.062 -0.071
-0.028 -0.021 -0.031
-0.070 0.144 -0.162
0.304 0.457 -0.107
-0.027 0.079 -0.002
0.021 -0.115 0.013
-0.013 -0.056 -0.086
0.040 0.011 0.015
-0.097 -0.022 0.003
0.037 -0.019 0.047
-0.142 -0.089 -0.087
-0.166 -0.105 -0.013
-0.011 -0.100 0.098
-0.036 0.102 0.128
0.083 0.044 -0.004
-0.024 -0.009 0.084
-0.029 0.011 -0.105
-0.018 -0.043 0.009
-0.018 0.013 -0.169
0.161 -0.119 -0.105
-0.019 0.065 -0.021
0.135 0.012 0.102
0.087 -0.089 0.004
0.079 0.033 -0.058
0.059 0.063 0.032
-1.067 -0.406 0.174
2.594 0.797 0.212
-0.604 -0.129 0.039
-0.162 0.368 -0.176
0.008 -0.176 0.081
-0.212 -0.096 0.137
0.378 -0.159 -0.212
-0.030 0.173 0.112
-0.876 -0.377 -0.532
-0.191 -0.024 0.133
0.038 0.033 -0.101
0.067 -0.070 0.017
0.101 -0.049 0.043
-0.009 0.008 -0.016
0.019 0.007 -0.019
0.009 0.050 -0.017
-0.141 0.101 0.016
-0.055 -0.007 0.133
-0.040 -0.086 -0.099
0.009 -0.025 0.020
0.010 -0.018 -0.005
0.070 0.080 -0.080
0.120 -0.003 0.008
-0.021 -0.014 0.019
0.013 -0.024 0.083
0.003 0.009 -0.005
0.848 0.810 -0.071
-2.382 -1.376 0.288
0.537 0.343 0.070
0.163 -0.217 0.215
-0.027 0.119 -0.115
0.075 0.296 0.006
-0.123 -0.247 -0.264
-0.102 -0.022 0.237
0.992 0.169 -0.420
0.091 0.184 0.099
0.015 -0.103 -0.017
-0.077 0.033 -0.086
-0.088 0.025 -0.023
0.010 -0.012 0.001
-0.013 -0.020 0.006
0.001 -0.043 0.037
0.126 0.034 0.125
0.002 0.056 0.069
0.096 0.026 -0.115
-0.026 0.029 -0.020
-0.005 -0.009 -0.016
-0.018 -0.126 0.020
-0.106 -0.041 -0.019
0.008 0.026 -0.005
-0.052 0.070 0.014
0.003 -0.012 0.005
0.935 -0.523 0.328
-2.011 1.085 -1.408
0.517 -0.137 0.280
0.054 0.272 0.207
0.014 -0.158 -0.066
0.260 -0.096 -0.070
-0.317 -0.091 0.046
0.071 0.145 -0.091
0.429 -0.528 0.859
0.297 -0.034 -0.036
-0.108 0.031 0.111
-0.059 -0.085 -0.068
-0.038 -0.022 -0.086
-0.001 0.007 0.016
-0.018 0.015 -0.001
-0.011 0.055 0.017
0.122 0.074 0.061
0.060 0.018 -0.024
-0.020 -0.095 0.089
0.004 -0.017 -0.010
0.003 -0.001 0.006
-0.110 0.097 0.033
-0.126 0.005 -0.072
0.036 -0.014 0.007
0.024 -0.035 -0.084
0.016 -0.005 0.011
-0.050 -1.135 0.243
0.391 2.530 -1.168
-0.036 -0.533 0.375
0.260 -0.016 0.367
-0.101 -0.178 -0.165
0.084 -0.332 -0.074
-0.221 0.238 -0.052
0.166 0.026 -0.019
-0.598 -0.743 0.519
0.159 -0.183 0.022
-0.060 0.074 0.043
-0.092 0.067 -0.175
-0.002 0.074 -0.121
-0.005 0.007 0.017
0.030 0.073 -0.005
0.037 0.058 0.058
0.080 -0.063 0.113
0.055 -0.032 0.004
-0.131 -0.039 0.032
-0.001 -0.007 0.010
0.004 -0.006 0.010
-0.020 0.121 0.064
-0.007 0.090 -0.071
0.006 -0.031 -0.002
0.050 -0.024 -0.064
0.000 0.011 0.011